No. 1
ORCA calculation (ωB97M-V/def2-TZVPD) on a structure of composition C39H48F5GaNO3.

* charge: -1
* HOMO: -5.12 eV
* Kohn-Sham gap: 7.5 eV
* LUMO level: 2.35 eV

The geometry in XYZ format:
```
97
Properties=species:S:1:pos:R:3:forces:R:3:mulliken_charge:R:1
C -7.349 0.068 -0.536 -0.0534 0.0359 -0.0958 -1.18
C -6.446 0.306 0.682 0.0001 0.0363 0.0587 -0.24
C -5.132 1.029 0.374 -0.0736 -0.0903 0.0318 -0.31
C -4.375 0.463 -0.828 0.1339 -0.1162 0.0396 -0.80
O -3.043 0.860 -0.821 0.0571 -0.0685 0.0855 -0.43
Ga -2.333 2.117 -1.991 0.0199 0.3756 -0.1199 1.01
O -0.707 1.347 -2.558 -0.1518 -0.0592 0.0094 -0.38
C 0.014 2.111 -3.462 0.2575 -0.1046 -0.1299 -0.57
C 1.296 1.363 -3.828 -0.0852 -0.0453 -0.0266 -0.41
N 2.196 2.149 -4.676 0.1553 0.0046 0.0834 -0.07
C 2.280 1.715 -6.052 -0.1017 0.0853 -0.1170 -0.86
C 3.048 2.730 -6.884 -0.0782 -0.0385 0.1649 0.53
C 3.221 2.284 -8.328 0.0445 -0.0542 -0.1097 -1.43
O 4.350 2.918 -6.305 0.1114 0.5421 0.0490 -0.53
H -7.161 0.799 -1.326 -0.0192 0.0254 0.0637 0.27
H -8.407 0.144 -0.275 0.0093 -0.0701 0.0369 0.36
H -7.191 -0.921 -0.969 0.0573 0.0463 -0.0473 0.30
H -7.003 0.886 1.423 0.0648 -0.0112 0.0500 0.39
H -6.208 -0.650 1.157 -0.0792 -0.0257 -0.0248 0.09
H -4.460 0.935 1.232 -0.0452 0.0711 0.0293 0.26
H -5.317 2.100 0.241 0.0704 -0.0113 -0.1340 0.25
H -4.417 -0.642 -0.769 -0.1054 0.0219 -0.0004 0.16
H -4.892 0.737 -1.761 0.0466 -0.0029 0.0141 0.44
H -1.917 3.460 -1.207 0.0037 -0.0440 0.0847 -0.48
H -3.278 2.381 -3.264 -0.0720 -0.1421 0.0481 -0.52
H 0.311 3.100 -3.068 -0.0589 -0.0371 0.0536 0.22
H -0.550 2.308 -4.394 0.0010 0.0415 0.0411 0.24
H 1.796 1.088 -2.895 0.0073 0.0483 -0.0194 0.11
H 1.019 0.425 -4.328 0.0131 -0.0313 0.0867 0.23
H 3.128 2.160 -4.284 -0.0221 0.0117 -0.0198 0.18
H 1.262 1.638 -6.447 0.0387 -0.0053 -0.0335 0.37
H 2.754 0.726 -6.185 -0.0044 -0.0072 0.0743 0.31
H 2.504 3.677 -6.830 -0.0175 -0.0167 -0.0235 0.34
H 4.189 1.792 -8.436 -0.0319 -0.0347 0.0242 0.33
H 3.192 3.126 -9.022 0.0652 0.0014 0.0299 0.33
H 2.449 1.573 -8.630 -0.0444 0.0588 0.0421 0.36
H 4.347 3.753 -5.808 -0.0854 -0.4644 -0.1562 0.27
F -4.363 -2.511 2.315 -0.0057 -0.0034 0.0000 -0.36
C -3.089 -2.204 2.664 -0.0007 -0.0361 0.0005 0.44
C -2.374 -1.324 1.879 -0.0357 0.0175 -0.0832 -0.68
C -1.072 -1.019 2.259 -0.0320 -0.0229 -0.0131 0.46
C -0.513 -1.595 3.393 -0.0592 -0.0373 0.0986 -0.91
C -1.259 -2.483 4.157 -0.0071 0.0333 0.0359 -0.34
C -2.563 -2.794 3.797 0.0017 -0.0146 0.0351 -0.80
H -2.814 -0.878 0.994 0.0439 0.0410 -0.0040 0.64
H -0.499 -0.329 1.655 -0.2154 -0.2785 0.2046 0.13
H 0.506 -1.365 3.672 -0.0238 0.0115 -0.0182 0.39
H -0.826 -2.947 5.035 -0.0030 0.0021 0.0099 0.45
H -3.167 -3.477 4.380 -0.0009 -0.0087 -0.0061 0.46
F 1.713 -3.920 3.511 0.0865 -0.0787 0.0166 -0.30
C 1.621 -4.594 2.343 -0.0977 0.1289 0.0155 0.41
C 0.455 -4.483 1.609 0.0310 -0.0178 -0.0178 0.19
C 0.376 -5.169 0.406 -0.0167 0.0033 -0.0112 -0.53
C 1.440 -5.944 -0.038 0.0044 0.0068 0.0097 -0.58
C 2.596 -6.032 0.724 0.0304 -0.0201 -0.0070 -0.29
C 2.698 -5.351 1.930 -0.0152 -0.0158 -0.0160 -0.64
H -0.351 -3.862 1.974 -0.0025 -0.0103 -0.0188 0.17
H -0.523 -5.086 -0.190 -0.0012 0.0035 0.0023 0.40
H 1.370 -6.471 -0.980 -0.0002 -0.0001 -0.0029 0.38
H 3.429 -6.630 0.379 -0.0005 0.0002 -0.0031 0.36
H 3.590 -5.396 2.540 0.0008 -0.0005 0.0067 0.43
F 1.292 2.318 3.646 0.0009 -0.0242 -0.0253 -0.38
C 1.414 1.543 2.538 -0.0166 0.0822 0.0636 0.65
C 0.580 1.776 1.465 0.1486 0.1204 -0.0647 -0.32
C 0.716 0.975 0.338 0.1203 0.2047 -0.1542 -0.41
C 1.674 -0.032 0.309 0.0274 0.0567 -0.0106 -0.62
C 2.496 -0.244 1.408 0.0121 -0.0389 0.0085 -0.27
C 2.372 0.548 2.543 -0.0124 -0.0052 -0.0658 -0.75
H -0.166 2.558 1.509 -0.0106 -0.0054 -0.0048 0.48
H 0.065 1.126 -0.515 0.0269 0.0087 -0.1009 0.33
H 1.763 -0.656 -0.570 -0.0029 -0.0041 -0.0025 0.49
H 3.237 -1.034 1.390 -0.0044 -0.0098 0.0016 0.41
H 2.997 0.405 3.414 -0.0038 -0.0045 0.0126 0.41
F 5.063 5.317 -4.663 0.0111 0.0186 0.0083 -0.37
C 6.270 4.995 -4.135 -0.0644 -0.0163 -0.0253 0.55
C 7.148 4.261 -4.905 0.0177 -0.0102 0.0216 -0.39
C 8.379 3.936 -4.352 0.0137 -0.0122 -0.0146 -0.33
C 8.704 4.339 -3.064 -0.0156 0.0034 -0.0067 -0.56
C 7.790 5.070 -2.317 0.0017 0.0101 0.0276 -0.25
C 6.554 5.406 -2.850 0.0336 0.0053 -0.0097 -0.60
H 6.858 3.942 -5.897 -0.0071 -0.0065 -0.0011 0.42
H 9.084 3.357 -4.934 0.0011 -0.0004 0.0031 0.34
H 9.664 4.078 -2.640 0.0018 0.0001 0.0011 0.37
H 8.035 5.378 -1.309 0.0034 -0.0016 -0.0009 0.35
H 5.819 5.968 -2.289 -0.0066 -0.0047 -0.0001 0.42
F -2.571 -4.140 7.080 -0.0037 -0.0112 0.0096 -0.34
C -3.682 -3.550 7.569 0.0581 -0.0126 -0.0610 0.54
C -4.906 -3.902 7.037 -0.0135 0.0198 0.0106 -0.38
C -6.042 -3.285 7.541 -0.0218 -0.0086 -0.0117 -0.36
C -5.941 -2.343 8.554 0.0142 -0.0071 -0.0053 -0.55
C -4.695 -2.011 9.067 0.0061 0.0199 0.0150 -0.25
C -3.547 -2.615 8.575 -0.0264 0.0028 0.0101 -0.55
H -4.957 -4.632 6.241 0.0043 -0.0028 -0.0003 0.41
H -7.010 -3.541 7.131 -0.0008 0.0042 0.0000 0.35
H -6.831 -1.862 8.938 -0.0020 0.0014 0.0011 0.37
H -4.610 -1.270 9.851 -0.0041 -0.0007 0.0013 0.35
H -2.563 -2.369 8.950 0.0050 0.0006 -0.0074 0.41
```
Positions in Å, forces in eV/Å.


No. 2
ORCA calculation (ωB97M-V/def2-TZVPD) on a structure of composition C39H49BClN6PRuS3Se2.

* charge: +1
* HOMO (alpha / beta): -9.60 / -9.46 eV
* Kohn-Sham gap (alpha / beta): 5.0 / 5.1 eV
* spin multiplicity: 2
* LUMO level (alpha / beta): -4.57 / -4.39 eV

The geometry in XYZ format:
```
103
Properties=species:S:1:pos:R:3:forces:R:3:mulliken_charge:R:1
Ru 0.081 0.349 0.041 -1.5004 2.7521 -1.8873 -0.19
C 1.062 -4.444 1.196 -0.0738 -0.0703 0.0245 -1.81
C 1.940 -3.388 0.625 0.6839 -0.4049 -0.4777 0.05
C 2.941 -3.656 -0.278 -0.5180 0.5111 0.5230 -0.61
C 3.701 -2.585 -0.801 -0.0660 0.0711 0.1850 0.11
N 3.464 -1.348 -0.454 0.1857 0.2697 -0.1664 -0.31
N 2.483 -1.057 0.396 0.4183 -2.7348 0.3193 0.51
B 2.245 0.388 0.702 -1.0823 0.4207 0.4152 0.25
N 2.200 0.695 2.223 -0.4532 0.8301 0.5087 0.57
N 3.120 0.140 2.979 0.5906 -0.5683 0.2433 -0.10
C 3.075 0.295 4.278 -0.2249 0.1388 -0.0227 0.27
C 2.026 1.026 4.891 -0.2273 0.1527 -0.6588 -0.62
C 1.080 1.640 4.109 0.5189 -0.3060 0.0439 0.28
C -0.094 2.382 4.636 -0.0858 0.0847 0.0231 -1.95
C 1.218 1.478 2.707 0.3873 -0.1669 -0.1170 0.70
S 0.134 2.181 1.592 -0.1776 -0.5251 -0.5276 -0.45
C 4.171 -0.333 5.106 0.2469 -0.1660 0.1331 2.21
C 3.544 -1.241 6.170 0.0218 0.0942 -0.1367 -1.83
C 5.105 -1.174 4.236 -0.1306 0.1584 0.1127 -1.75
C 4.961 0.797 5.783 -0.0687 -0.1434 -0.0980 -1.65
N 3.270 1.291 0.001 -0.2333 0.9439 -1.0607 0.24
N 4.487 1.276 0.527 0.4893 -0.2037 0.4827 -0.32
C 5.442 1.978 -0.016 -0.1197 -0.0475 -0.0514 0.14
C 5.200 2.791 -1.151 -0.6915 -0.1503 -0.1510 -0.80
C 3.963 2.802 -1.727 0.5059 -0.1060 0.3326 0.49
C 3.623 3.589 -2.943 -0.0430 -0.0304 -0.0277 -1.90
C 2.961 1.994 -1.107 0.1392 -0.2872 0.4885 0.25
S 1.403 1.943 -1.743 -1.1198 -1.1578 1.3138 -0.09
C 6.833 1.887 0.566 0.2495 -0.0851 0.2115 2.38
C 6.850 0.910 1.738 -0.0018 0.1838 -0.2274 -1.94
C 7.797 1.389 -0.521 -0.1629 0.0190 0.1481 -1.56
C 7.276 3.272 1.056 -0.1347 -0.1790 -0.0568 -1.89
C 1.703 -2.038 0.961 0.4386 0.9079 -0.1804 1.21
S 0.389 -1.568 1.925 -0.5094 1.0524 -1.2366 -0.38
C 4.804 -2.811 -1.808 0.1762 0.1131 -0.1988 2.20
C 5.439 -1.471 -2.176 -0.0818 -0.1635 0.0226 -1.63
C 4.184 -3.450 -3.056 0.0270 0.1258 0.1213 -1.85
C 5.875 -3.740 -1.229 -0.1538 0.1404 0.0093 -1.78
H 1.360 -5.432 0.860 0.1045 -0.0817 -0.0014 0.46
H 0.028 -4.273 0.901 -0.0761 0.0577 -0.0072 0.40
H 1.090 -4.407 2.283 -0.0255 -0.0635 0.1260 0.36
H 3.118 -4.670 -0.597 0.0731 -0.1235 -0.0723 0.48
H 1.951 1.087 5.964 0.0455 -0.0102 0.1592 0.41
H -0.122 2.365 5.720 0.0438 0.0258 0.1307 0.39
H -1.009 1.934 4.248 -0.0564 0.0029 -0.0048 0.41
H -0.077 3.414 4.289 -0.0366 0.0937 0.0298 0.40
H 2.910 -1.986 5.696 -0.0933 -0.1373 0.0006 0.36
H 2.948 -0.682 6.885 -0.0829 0.0416 0.1333 0.36
H 4.329 -1.757 6.716 0.0750 -0.0436 0.0891 0.49
H 4.580 -2.043 3.848 -0.0367 -0.1229 -0.1156 0.30
H 5.948 -1.516 4.831 0.0542 -0.0510 0.0966 0.55
H 5.478 -0.599 3.398 0.0754 0.0041 -0.1066 0.15
H 4.327 1.379 6.449 -0.0438 0.0971 0.0848 0.36
H 5.388 1.469 5.041 0.0680 0.0968 -0.0842 0.28
H 5.775 0.378 6.369 0.0636 -0.0397 0.0808 0.49
H 5.997 3.392 -1.558 0.1087 0.0962 -0.1024 0.43
H 4.462 4.207 -3.252 -0.0047 0.0238 -0.0293 0.43
H 2.751 4.213 -2.753 -0.0172 0.1102 -0.0258 0.42
H 3.352 2.911 -3.754 -0.0006 0.0090 -0.0828 0.34
H 6.428 -0.044 1.433 -0.0270 -0.1380 0.0966 0.21
H 6.262 1.311 2.560 -0.0870 -0.0910 0.1247 0.34
H 7.872 0.756 2.078 0.0996 0.0154 0.0419 0.46
H 7.516 0.391 -0.852 0.0189 -0.0943 -0.0638 0.25
H 8.805 1.344 -0.117 0.1157 0.0032 0.0289 0.48
H 7.810 2.046 -1.386 0.0362 0.0732 -0.1240 0.39
H 6.545 3.680 1.753 -0.0269 0.0835 0.0736 0.39
H 7.401 3.969 0.232 0.0214 0.1338 -0.0655 0.37
H 8.228 3.181 1.573 0.1130 0.0436 0.0217 0.48
H 4.709 -0.824 -2.654 -0.0302 0.1396 -0.0814 0.30
H 6.273 -1.630 -2.855 0.0974 -0.0454 -0.0996 0.63
H 5.797 -0.970 -1.281 0.0838 0.0940 0.0408 -0.12
H 3.326 -2.870 -3.388 -0.1079 0.0751 -0.1287 0.31
H 3.856 -4.467 -2.860 -0.0696 -0.1817 -0.0079 0.39
H 4.918 -3.477 -3.855 0.0835 -0.0538 -0.1264 0.47
H 6.349 -3.287 -0.362 0.0880 0.0380 0.1407 0.34
H 6.639 -3.921 -1.981 0.0927 -0.0496 -0.0722 0.47
H 5.461 -4.700 -0.932 -0.0288 -0.1530 0.0411 0.36
Se 0.033 -1.294 -1.876 -0.2942 0.1132 0.4802 -0.06
P -1.433 0.083 -2.802 -0.1834 0.1701 -0.6942 -0.06
Se -2.131 1.792 -1.596 1.8010 -0.1809 -0.5435 -0.22
C -0.584 0.755 -4.278 -0.2327 -0.0835 0.3535 1.05
C 0.083 -0.128 -5.118 -0.0470 0.0388 0.0170 -0.54
C 0.769 0.361 -6.214 0.0422 -0.1651 -0.0046 -0.73
C 0.800 1.725 -6.464 0.0321 0.0856 0.0171 -0.55
C 0.129 2.600 -5.626 0.0827 0.0007 -0.0977 -0.68
C -0.567 2.118 -4.533 -0.1204 -0.0228 0.0130 -0.22
C -2.848 -0.900 -3.414 0.3856 0.3135 0.2806 1.24
C -2.623 -2.196 -3.857 0.1180 0.0605 0.0373 -0.33
C -3.667 -2.921 -4.400 0.0599 -0.0612 -0.0293 -0.78
C -4.933 -2.363 -4.484 0.0367 -0.0295 0.0319 -0.50
C -5.157 -1.078 -4.016 -0.0939 0.0455 -0.0321 -0.63
C -4.117 -0.338 -3.483 0.1951 0.0435 0.0234 -0.50
H 0.074 -1.188 -4.901 0.0522 -0.0470 -0.0739 0.27
H 1.288 -0.325 -6.866 0.0537 -0.0341 -0.0812 0.42
H 1.358 2.106 -7.306 0.0194 0.0239 -0.1088 0.42
H 0.153 3.662 -5.814 -0.0022 0.1274 -0.0594 0.44
H -1.085 2.797 -3.868 0.0458 -0.0036 -0.0249 0.33
H -1.636 -2.634 -3.757 -0.0815 -0.0689 -0.0538 0.22
H -3.484 -3.924 -4.751 -0.0414 -0.1541 -0.0513 0.41
H -5.746 -2.937 -4.900 -0.0789 -0.0342 -0.0340 0.40
H -6.146 -0.650 -4.063 -0.0970 0.0398 -0.0149 0.41
H -4.286 0.664 -3.113 -0.0586 0.0151 0.0168 0.30
Cl -2.278 0.046 0.474 0.4769 -1.5448 2.1144 -0.34
```
Positions in Å, forces in eV/Å.